Entry 1:
This record from OMol25 describes a cluster of 6 separate species, C56H71NO22P in total. The level of theory is ωB97M-V with the def2-TZVPD basis set.

## Properties
net charge: -1
energy: -4227.219835 a.u.
HOMO level: -0.1633 hartree

Positions of all 151 atoms, in Å:
P -3.167496 1.456112 -2.621975
O 7.271170 -6.438509 -6.586817
C -11.242384 5.242697 3.379265
H -4.102286 -0.679399 -3.686910
C -5.340873 -0.178454 4.194939
C 4.325582 -5.532469 -4.810661
H -4.991915 1.929581 1.168846
H 14.042924 -0.264924 1.009468
H 2.637673 -5.224194 -4.002104
H -2.855760 0.609347 -1.498831
C 5.658617 1.282783 1.682843
H -3.827351 -4.788668 -1.357544
H 10.951801 -0.994960 2.636110
H 7.576828 -0.127711 -0.977681
C -8.949620 4.222826 1.973843
C 8.444019 -0.479464 7.523300
C 11.144019 -1.285303 1.610892
H -12.097375 5.690218 3.869624
C 6.486219 0.195806 -0.635956
O 6.293947 -1.447764 7.343277
H 2.436709 -0.489551 -0.783266
C -2.940752 -4.026837 -1.188214
H 1.563482 -3.667425 0.257055
H -2.409516 -5.786505 0.221438
O 13.313073 -0.341918 1.661901
H 8.592094 -3.197766 -0.499960
C -12.265552 6.781271 -3.670636
C -13.588872 7.899902 -1.818301
O 10.909372 -0.330429 4.963673
H -3.534201 -2.377520 0.285013
H 4.522381 0.991897 1.839228
C -2.524380 0.570125 1.501842
H 4.401372 0.245205 -3.291567
H -4.111759 2.062070 -1.699444
H -0.725451 -0.168608 -1.545033
C 6.300162 -4.125032 -4.065703
H 4.724353 -6.986733 -6.298445
H -10.288931 4.789708 -2.280245
C -10.905729 3.965305 3.567887
O -14.556122 8.816627 -1.449195
H 8.979157 -1.653149 3.782755
C 10.071905 -2.001715 0.902932
H -0.299890 -1.921277 2.824642
H -11.199566 2.274052 4.374999
H 5.869700 -0.994892 1.338445
H 4.885944 -1.426039 -0.561939
H -5.872027 -0.663486 5.135469
C 7.080486 -4.786973 -4.922191
H 7.535719 -0.116435 1.409140
C -0.682292 0.665276 -2.398225
H -5.800493 -2.726620 -0.934523
O -11.286295 5.539655 -0.484523
O 4.122117 -3.839168 -3.189761
H 11.342924 0.540916 6.921877
H -0.025582 2.997524 -2.024358
C 11.481252 -2.155119 -1.109735
H 4.092615 1.073958 -1.536879
C 9.599729 -0.206780 6.914450
H 8.251801 -0.189120 8.548519
C -9.724221 3.368299 2.886892
C -11.898730 6.217775 -1.301890
H -12.062183 6.684386 -4.729680
O -2.109358 2.758857 -2.056425
C 7.371905 -1.195876 6.815341
O 8.428607 -4.498066 -5.028486
H -0.057355 -5.787312 0.120577
O -8.566434 6.307955 0.923710
O -9.428930 2.196172 3.094449
C 4.177702 0.057205 -2.156281
N -3.650502 0.367016 2.490573
C -1.046893 0.080989 2.015882
H 0.499920 -3.972118 1.805338
H -0.151679 -4.639955 -1.384847
C 12.544627 -1.417447 -0.409969
C -10.453624 6.104302 2.484786
C 6.532923 -5.860422 -5.796270
H -2.965949 -1.191982 4.172952
C -12.928667 7.189286 -0.901897
H -9.007509 7.184610 0.958453
C -9.288163 5.499329 1.782402
H 11.679157 -2.458988 -2.129654
H 6.190415 1.537904 2.695124
H -2.788603 -0.110807 0.557565
H -0.712485 0.504683 3.054211
C -3.513477 -2.518840 -0.892765
O 2.983428 -5.840266 -4.684150
C 9.844627 -0.611608 5.502440
H 6.684509 -3.340948 -3.425994
C -4.888329 1.193399 2.088785
O 6.624380 -2.320172 4.761980
C 0.445354 -3.631074 0.669505
O 8.993947 -2.253603 1.430868
H -0.262872 0.507529 1.223453
C 8.781252 -1.349279 4.802674
H 5.899090 -1.549885 -2.150202
H -6.357256 -0.321989 -1.690085
C 1.651980 -0.693323 -3.002773
H 0.870956 -1.553580 -2.775992
H -5.393690 0.710849 -3.548517
C 5.105364 -6.191946 -5.669585
O 10.613073 0.463921 7.574309
C -13.312093 7.734930 -3.271680
H -13.121323 7.297494 0.157779
H -2.215695 -4.108490 1.083405
H -4.840468 -0.016278 -0.612958
H 5.892094 -2.391926 5.412449
H 6.273942 1.314702 -0.985126
O 13.609372 -1.136268 -0.948736
O -13.948220 8.388898 -4.091331
H -3.544291 2.209488 -3.793033
O -1.818561 0.579670 -3.375014
C -2.047054 -4.661362 0.065680
C 10.326961 -2.430730 -0.499575
C 4.867179 -4.439857 -3.955964
H -8.103613 3.770862 1.471528
C 6.425398 -0.012005 0.991677
H 0.783230 1.064168 -4.171976
H -0.795555 -2.067160 -0.439843
C -4.522379 0.148428 -2.972822
H 8.773199 -5.110071 -5.714931
C -4.971411 -2.185408 -1.569354
H -0.829791 2.220064 -0.508664
H 3.140973 -1.941692 -1.799161
H 2.155375 -0.986390 -4.034595
C -0.134531 -2.081486 0.549762
O -10.728928 7.285087 2.303218
H -4.920483 -2.537571 -2.688427
H -2.215040 -4.088005 -2.134238
C 2.814115 -0.799122 -1.847149
C -6.098783 0.881803 3.181637
C -3.792880 -0.496535 3.723907
H -2.488410 1.720886 1.228336
H -7.195736 1.308626 3.201311
C 12.299729 -1.012619 1.002041
H 5.660489 2.183886 0.924830
C -11.602795 6.073060 -2.754169
H 1.514583 1.502464 -2.405476
H 0.780485 -1.375684 0.342060
C -0.935517 -1.566616 1.889702
H -2.762774 -1.687517 -1.298896
O -11.644216 3.149201 4.405029
C -5.184161 -0.529748 -1.629514
C -0.795271 2.177691 -1.696335
H -2.012807 -2.062950 2.009378
C 7.626961 -1.624891 5.412833
O -10.615981 5.176703 -3.121407
C 5.419561 -0.778497 -1.411041
C 0.849320 0.736413 -3.029996
H -14.887483 9.199322 -2.290769
C -0.434076 -4.715889 -0.243811
O 9.324380 -3.126012 -1.150429

Forces on the atoms, in the same order (eV/Å):
-1.33 -0.49 1.93
-0.21 0.54 0.62
0.08 0.32 -0.17
-0.84 1.30 1.26
1.65 1.04 -2.61
-1.86 -0.80 -0.19
0.89 -1.98 2.04
-0.32 -0.03 0.25
0.08 -0.20 -0.26
0.42 0.08 0.62
-0.18 -0.75 -0.44
1.63 1.71 0.19
0.08 0.04 -0.01
-2.18 0.91 0.57
-0.07 -0.35 0.22
-0.29 -0.13 -0.01
-0.42 -0.18 -0.03
0.05 -0.02 -0.02
0.42 -1.12 -0.57
0.75 0.05 -0.62
0.54 -0.54 -2.02
0.40 -0.55 0.41
-2.35 0.16 0.90
0.77 2.42 -0.29
-0.85 -0.91 -1.52
0.25 0.05 -0.26
-0.35 0.33 -0.09
-1.12 1.03 1.02
-0.47 -0.03 0.55
-0.23 -0.24 -2.38
2.37 0.71 -0.07
1.21 -0.59 -0.42
-0.58 -0.32 2.22
-0.64 0.36 -0.52
0.00 1.69 -1.98
-0.30 0.03 0.12
0.03 0.06 0.03
-0.05 0.11 -0.35
-1.31 -0.60 1.18
1.09 -0.99 -1.24
-0.10 -0.02 -0.02
-0.33 0.19 0.88
-1.24 0.51 -1.87
-0.14 0.36 0.00
1.13 1.92 -1.03
1.18 1.29 -1.88
1.43 1.09 -2.24
1.64 0.77 0.28
-2.42 0.41 -0.85
0.71 1.70 0.22
1.47 1.02 -1.46
-0.30 0.32 -0.77
0.38 -0.70 -0.68
-0.31 -0.02 0.26
-0.97 -1.93 0.33
0.37 0.17 0.02
0.22 -1.95 -1.75
0.97 0.89 1.30
0.00 -0.01 -0.07
0.86 -0.66 -0.44
0.02 -0.10 1.05
-0.02 0.00 0.08
2.28 -1.78 -0.32
-0.62 0.10 0.95
-1.61 -0.93 -0.44
-0.69 2.19 -0.91
-1.43 -0.44 1.33
-0.54 0.78 0.11
0.26 -0.31 1.65
-3.17 1.28 0.64
0.10 -0.27 -1.46
-0.30 0.65 -2.37
-0.76 0.10 2.25
0.44 -0.15 -0.93
-0.66 0.62 0.19
-0.15 -0.78 -0.70
-1.83 1.73 -1.22
0.24 -0.26 0.10
0.18 -0.40 0.00
1.25 0.65 -1.24
-0.02 0.03 0.05
-1.30 -0.26 -1.92
0.71 1.87 1.81
-0.95 -0.93 -1.82
0.44 0.41 -0.09
1.83 0.97 0.36
0.16 -0.25 -0.88
-0.01 -0.03 -0.04
-2.02 -2.69 4.71
0.95 1.01 1.57
0.20 -0.04 -0.54
0.64 -0.03 -0.55
-1.75 -0.75 1.66
0.50 0.23 0.04
-0.76 1.61 1.34
2.41 -0.55 0.22
-0.14 -0.75 0.55
1.49 1.69 -0.48
1.66 -1.17 0.97
0.43 -0.06 -0.18
-0.82 -0.89 -1.48
0.04 0.07 -1.10
0.04 0.00 -0.03
0.20 -0.92 -2.00
-0.41 -1.06 -2.18
0.27 0.05 -0.28
0.65 -2.40 1.01
-0.60 -0.07 0.62
0.24 -0.27 0.80
0.48 -0.15 0.01
2.96 0.56 1.53
0.07 -0.67 -0.49
-1.07 -0.97 -1.34
-0.04 0.86 0.80
-0.03 0.01 0.03
0.26 0.79 0.33
0.03 -0.35 2.59
1.23 0.19 2.28
-1.35 -0.87 -0.70
-0.17 0.25 0.28
1.04 0.76 0.29
0.64 -0.73 -2.15
-0.77 2.39 -0.04
-0.99 0.79 2.04
0.10 -0.47 -0.48
0.35 -0.70 -0.04
-0.39 0.40 2.22
-1.83 0.33 1.87
0.28 -0.67 -0.86
6.46 -2.02 -0.84
-5.17 3.39 -1.57
-0.20 -2.56 0.40
2.64 -1.07 -0.01
0.99 0.90 1.29
0.21 -1.67 1.77
1.38 -1.20 -1.02
-1.61 -1.50 -1.43
-1.82 -1.23 0.55
0.44 -0.03 0.89
-1.49 -1.80 0.75
1.41 0.44 -1.21
-1.08 -0.33 -0.20
-2.12 1.48 0.71
2.35 1.08 -0.43
-1.11 -1.00 -1.35
-1.34 1.11 1.29
-1.10 0.03 0.61
0.28 -0.94 -0.85
0.15 -0.18 0.33
0.66 -0.64 1.42
0.87 0.97 1.51


Entry 2:
This record from OMol25 describes the molecule C18H21N3O3S. The level of theory is ωB97M-V with the def2-TZVPD basis set.

## Properties
energy: -1486.712310 a.u.
HOMO level: -0.3444 hartree

Positions of all 46 atoms, in Å:
H 4.821362 0.759569 1.584674
S 3.308802 1.084263 -0.802904
H -6.181418 -2.398075 -0.533457
H -5.891979 2.182148 1.083241
C 0.866340 0.136563 -0.566049
N -2.751738 -0.171753 -1.052035
N 1.768106 1.193781 -0.180924
N -4.983577 0.669244 0.068283
C -5.051301 -0.579119 -0.375071
H -4.155565 -1.205124 -2.207769
C 4.916346 -2.614547 1.281753
H 0.169704 2.343162 2.544586
H 1.892604 0.707349 1.863417
O 3.183708 0.844076 -2.209326
H 5.653401 -1.269035 2.777531
C 5.128207 -1.362836 1.838918
C 4.250813 -2.741202 0.072300
H 3.277172 -1.672995 -1.530054
C 1.670319 1.566828 1.209136
C -6.007196 1.159782 0.747010
C -0.579774 0.578266 -0.336487
H -0.607343 0.120429 1.765639
C 4.000445 -0.370103 -0.015058
H 1.049411 -0.784541 0.008280
H 5.276421 -3.496142 1.791075
H 0.078139 2.965586 0.887991
C -7.230934 -0.867975 0.554119
C 0.258521 2.074955 1.490989
H -3.534121 -2.055864 -0.780658
H -7.965522 0.878717 1.578583
C 4.663877 -0.231172 1.188381
C -0.759127 0.996233 1.129879
H 2.412808 2.347017 1.379123
H -8.107798 -1.469659 0.743936
C -1.534017 -0.573313 -0.631051
C -7.155741 0.436995 1.019971
H -3.016134 0.800776 -0.987567
C -6.163376 -1.387477 -0.155706
C -3.864907 -1.081973 -1.155253
H -1.775436 1.361213 1.293111
H 4.092286 -3.717511 -0.359732
O -1.232742 -1.741546 -0.494325
O 4.025684 2.243518 -0.358059
C 3.786699 -1.611435 -0.581823
H -0.801248 1.428992 -0.985766
H 1.042585 -0.065381 -1.622963

Forces on the atoms, in the same order (eV/Å):
0.07 0.08 0.11
-0.12 0.17 0.01
0.00 -0.12 -0.04
-0.10 0.07 0.07
-0.43 -0.48 -0.42
-0.46 0.08 -0.20
0.84 0.18 -0.50
0.30 0.01 -0.20
-0.13 -0.09 0.07
0.01 -0.08 0.14
0.02 -0.02 0.01
0.02 0.04 0.00
0.00 0.04 -0.01
-0.11 -0.36 0.11
0.04 0.02 0.06
-0.03 0.03 0.00
-0.03 0.02 -0.02
-0.06 -0.09 -0.12
0.06 0.45 0.55
-0.35 0.12 0.20
0.18 -0.35 0.27
-0.04 -0.06 0.02
-0.27 0.58 -0.32
-0.03 0.07 -0.06
0.03 -0.07 0.04
0.01 0.10 0.02
0.10 0.03 -0.05
0.09 -0.29 -0.01
-0.08 0.11 -0.10
-0.05 0.06 0.05
0.10 0.11 0.15
-0.01 0.29 -0.09
-0.10 -0.05 0.18
-0.05 -0.05 0.01
0.19 0.53 -0.24
0.06 -0.02 -0.03
0.19 -0.04 0.09
0.01 0.15 0.04
0.20 -0.19 -0.14
-0.02 -0.06 0.04
-0.01 -0.07 -0.05
0.20 -0.37 0.14
-0.02 -0.21 0.31
-0.04 -0.13 -0.14
-0.02 -0.01 -0.02
-0.14 -0.14 0.06


Entry 3:
This record from OMol25 describes a cluster of 2 separate species, Br2H4OSi2 in total. The level of theory is ωB97M-V with the def2-TZVPD basis set.

## Properties
energy: -5804.669030 a.u.
HOMO level: -0.3518 hartree

Positions of all 9 atoms, in Å:
O 0.875692 0.044455 0.711178
H -0.485542 -0.425454 -1.229268
Si 0.758568 -0.077467 -0.888340
Si 0.894230 -1.712498 2.428702
Br -0.212247 -3.270341 1.455665
H 1.670873 -0.884694 -1.715268
Br 3.031785 -2.172396 2.421977
H 0.518373 -1.377597 3.725875
H 1.046231 1.433527 -1.142878

Forces on the atoms, in the same order (eV/Å):
0.35 -2.87 4.03
-3.39 -0.99 -1.19
2.89 2.72 0.62
1.52 1.76 -4.40
-0.42 -0.22 -0.04
0.32 -0.27 0.13
-0.24 0.15 0.06
-0.77 0.78 1.24
-0.26 -1.07 -0.46